DFT (the ωB97M-V functional and the def2-TZVPD basis) results for a structure of composition C25H38As3IN3O2S2Ti.

Its frontier orbital gap (spin up / spin down) is 0.244 / 0.259 Eh. As for the energy above the lowest of the compared OMol25 structures with the same formula, charge and spin: 9.69 kcal/mol. The LUMO energy (spin up / spin down) is -2.83 / -3.43 eV.

```
! wB97M-V def2-TZVPD RIJCOSX def2/J DEFGRID3
* xyz 1 3
Ti -0.45 0.43 1.06
C -2.57 -0.76 -2.27
As -1.04 0.26 -1.61
C -1.48 1.99 -2.38
C 0.35 -0.22 -2.89
C 1.10 -1.54 -2.72
C 0.13 -2.72 -2.64
C 2.00 -1.51 -1.47
As 1.23 -1.50 0.32
C 0.73 -3.35 0.64
C 2.91 -1.47 1.30
C 2.06 -1.76 -3.91
As 1.61 -1.66 -5.84
C -0.30 -2.07 -5.98
C 1.50 0.28 -6.10
H -2.51 -0.86 -3.35
H -3.48 -0.21 -2.03
H -2.62 -1.74 -1.81
H -1.68 1.86 -3.44
H -0.63 2.66 -2.23
H -2.35 2.41 -1.87
H 1.06 0.61 -2.89
H -0.14 -0.21 -3.86
H -0.53 -2.65 -1.77
H 0.68 -3.66 -2.54
H -0.50 -2.79 -3.52
H 2.64 -0.62 -1.52
H 2.67 -2.38 -1.48
H 1.44 -4.01 0.14
H -0.27 -3.55 0.28
H 0.77 -3.53 1.71
H 3.56 -2.25 0.91
H 2.73 -1.66 2.36
H 3.38 -0.50 1.18
H 2.53 -2.74 -3.78
H 2.88 -1.03 -3.84
H -0.49 -3.11 -5.73
H -0.56 -1.92 -7.03
H -0.94 -1.42 -5.37
H 2.38 0.75 -5.67
H 0.61 0.73 -5.66
H 1.50 0.47 -7.17
O -3.43 3.09 1.75
S -2.14 2.53 1.94
O -2.10 1.12 2.44
N -1.18 2.42 0.63
C 0.13 2.65 1.06
S 1.40 1.97 0.18
C 0.19 3.40 2.33
C 1.28 3.97 2.97
C 1.07 4.61 4.19
C -0.20 4.67 4.76
C -1.30 4.09 4.13
C -1.06 3.47 2.93
H 2.27 3.94 2.53
H 1.90 5.08 4.69
H -0.34 5.19 5.70
H -2.28 4.13 4.57
C -4.64 -1.30 1.33
C -3.19 -1.36 1.18
N -2.05 -1.39 1.05
H -4.93 -1.76 2.27
H -5.10 -1.82 0.49
H -4.93 -0.25 1.32
I 3.64 1.53 5.40
C 1.96 0.51 4.79
C 1.23 -0.30 5.65
C 0.12 -0.97 5.17
C -0.24 -0.80 3.85
N 0.44 0.00 3.02
C 1.53 0.63 3.48
H 1.53 -0.41 6.69
H -0.47 -1.62 5.81
H -1.10 -1.30 3.43
H 2.06 1.25 2.76
*
```


DFT (the ωB97M-V functional and the def2-TZVPD basis) results for a structure of composition C32H30FFeN2O3.

Its frontier orbital gap (spin up / spin down) is 0.176 / 0.261 Eh. As for the energy above the lowest of the compared OMol25 structures with the same formula, charge and spin: 0.00 kcal/mol. The LUMO energy (spin up / spin down) is 2.59 / 2.58 eV.

```
! wB97M-V def2-TZVPD RIJCOSX def2/J DEFGRID3
* xyz -1 5
O 1.49 -3.38 -6.81
C 0.85 -2.77 -6.05
Fe 0.30 -1.92 -4.63
C 1.88 -1.28 -4.20
O 2.95 -1.05 -3.79
C 0.51 -3.23 -3.48
O 0.97 -4.01 -2.74
C -1.51 -0.76 -4.45
C -2.85 -1.31 -3.97
C -2.93 -1.60 -2.47
C -3.41 -0.42 -1.58
C -2.70 0.84 -1.92
C -1.56 1.03 -2.66
C -0.97 0.34 -3.75
H -1.42 -0.78 -5.57
H -3.66 -0.62 -4.25
H -3.04 -2.25 -4.51
H -3.63 -2.44 -2.32
H -1.95 -1.96 -2.14
H -4.49 -0.27 -1.74
H -3.05 1.72 -1.36
H -1.03 1.96 -2.39
H -0.07 0.82 -4.16
F 1.75 2.54 0.36
C 1.32 1.62 1.37
C 2.57 1.10 2.10
C 3.85 1.42 1.66
C 4.96 0.84 2.28
C 4.79 -0.06 3.33
C 3.51 -0.36 3.80
C 2.40 0.24 3.19
C 0.32 2.39 2.24
C 0.54 2.63 3.59
C -0.46 3.24 4.36
C -1.64 3.69 3.76
C -1.80 3.56 2.37
C -0.80 2.95 1.61
C 0.66 0.43 0.59
C 1.67 -0.22 -0.39
C 2.18 -1.48 0.29
C 1.09 -1.88 1.29
N 0.18 -0.71 1.44
C -1.18 -0.94 1.53
C -1.77 -2.15 1.09
C -2.81 -1.99 0.20
N -3.16 -0.73 -0.19
C -3.03 0.27 0.73
C -2.06 0.15 1.69
H 3.99 2.13 0.85
H 5.96 1.09 1.91
H 5.66 -0.53 3.80
H 3.35 -1.04 4.63
H 1.39 0.05 3.56
H 1.48 2.34 4.05
H -0.30 3.36 5.43
H -2.42 4.15 4.36
H -2.70 3.94 1.87
H -0.90 2.88 0.52
H -0.20 0.85 0.05
H 1.08 -0.50 -1.28
H 2.45 0.47 -0.71
H 2.34 -2.29 -0.44
H 3.13 -1.30 0.81
H 0.56 -2.76 0.92
H 1.50 -2.14 2.28
H -1.36 -3.13 1.31
H -3.29 -2.83 -0.31
H -3.61 1.19 0.58
H -1.88 0.90 2.45
*
```


DFT (the ωB97M-V functional and the def2-TZVPD basis) results for an isolated molecule of C4H6FNO.

Its frontier orbital gap is 0.385 Eh. As for the energy above the lowest of the compared OMol25 structures with the same formula, charge and spin: 23.55 kcal/mol. As for the SMILES: C=C(F)C(=O)NC. The LUMO energy is 0.84 eV.

```
! wB97M-V def2-TZVPD RIJCOSX def2/J DEFGRID3
* xyz 0 1
C -0.93 1.23 2.09
C -0.13 0.36 1.47
F 0.60 -0.59 2.04
C -0.02 0.41 -0.06
O -0.50 1.26 -0.79
N 0.55 -0.77 -0.62
C 0.47 -0.91 -2.05
H -1.04 1.23 3.14
H -1.50 1.89 1.64
H 1.11 -1.35 0.01
H -0.31 -1.71 -2.12
H 0.19 0.01 -2.40
H 1.50 -1.06 -2.35
*
```


DFT (the ωB97M-V functional and the def2-TZVPD basis) results for a cluster of 2 separate species, C15H18N6O5 in total.

Its frontier orbital gap is 0.230 Eh. As for the energy above the lowest of the compared OMol25 structures with the same formula, charge and spin: 18.73 kcal/mol. As for the SMILES: O=[N+]([O-])c1cc([N+](=O)[O-])c2nonc2c1.C1CCC2=NCCCN2CC1. The LUMO energy is -2.34 eV.

```
! wB97M-V def2-TZVPD RIJCOSX def2/J DEFGRID3
* xyz 0 1
O 2.24 4.61 -0.88
N 2.26 3.98 0.20
O 3.18 3.21 0.53
C 1.18 4.24 1.12
C 0.26 5.28 0.82
C -0.67 5.71 1.76
N -1.72 6.66 1.48
O -2.54 6.99 2.35
O -1.76 7.11 0.31
C -0.62 5.10 3.07
N -1.30 5.45 4.21
O -0.83 4.60 5.16
N 0.15 3.67 4.68
C 0.28 4.03 3.37
C 1.16 3.56 2.36
H 0.29 5.77 -0.15
H 1.79 2.70 2.56
C -2.79 -0.91 1.97
C -1.96 0.34 2.27
C -0.90 0.64 1.22
C 0.39 -0.14 1.50
N 1.42 0.56 1.81
C 2.70 -0.13 1.85
C 2.59 -1.52 2.39
C 1.55 -2.29 1.59
N 0.34 -1.50 1.47
C -0.84 -2.23 0.98
C -2.00 -2.21 1.98
H -3.60 -0.98 2.71
H -3.28 -0.79 0.99
H -2.65 1.20 2.31
H -1.50 0.25 3.27
H -1.25 0.42 0.20
H -0.62 1.70 1.27
H 3.09 -0.19 0.82
H 3.36 0.50 2.46
H 3.55 -2.03 2.30
H 2.31 -1.52 3.45
H 1.95 -2.52 0.58
H 1.31 -3.25 2.08
H -1.17 -1.82 0.00
H -0.53 -3.28 0.83
H -1.64 -2.44 2.99
H -2.69 -3.03 1.71
*
```


DFT (the ωB97M-V functional and the def2-TZVPD basis) results for an isolated molecule of C7H8.

Its frontier orbital gap is 0.310 Eh. As for the energy above the lowest of the compared OMol25 structures with the same formula, charge and spin: 166.79 kcal/mol. The LUMO energy is 0.59 eV.

```
! wB97M-V def2-TZVPD RIJCOSX def2/J DEFGRID3
* xyz 0 1
C -0.15 -1.48 -0.44
C -0.49 -0.06 -0.03
C 0.36 1.04 -0.65
C 1.79 0.89 -0.33
C 2.94 0.74 -0.05
C -1.57 0.18 0.80
C -2.48 0.01 1.70
H 0.23 -1.52 -1.47
H 0.64 -1.89 0.20
H -1.02 -2.13 -0.36
H -0.58 0.55 1.36
H 0.24 1.00 -1.74
H 0.00 2.02 -0.33
H 3.97 0.61 0.21
H -3.53 0.06 1.46
*
```


DFT (the ωB97M-V functional and the def2-TZVPD basis) results for an isolated molecule of C2H9N3S.

Its frontier orbital gap is 0.342 Eh. As for the energy above the lowest of the compared OMol25 structures with the same formula, charge and spin: 59.83 kcal/mol. As for the SMILES: CN(C)[SH](=N)=N. The LUMO energy is 0.63 eV.

```
! wB97M-V def2-TZVPD RIJCOSX def2/J DEFGRID3
* xyz 0 1
C -0.17 1.24 -0.99
N -0.56 0.34 0.06
C -0.28 0.98 1.29
S -0.06 -1.27 -0.37
N -0.76 -2.28 0.59
N 1.79 -1.32 -0.95
H -0.28 0.76 -1.94
H -0.83 2.14 -1.01
H 0.81 1.60 -0.82
H -0.96 1.81 1.62
H -0.52 0.28 2.11
H 0.65 1.53 1.34
H -0.70 -1.26 -1.54
H -0.06 -2.24 1.36
H 1.93 -2.31 -0.75
*
```


DFT (the ωB97M-V functional and the def2-TZVPD basis) results for a cluster of 2 separate species, C4H11NO in total.

Its frontier orbital gap (spin up / spin down) is 0.354 / 0.190 Eh. As for the energy above the lowest of the compared OMol25 structures with the same formula, charge and spin: 57.23 kcal/mol. The LUMO energy (spin up / spin down) is -4.11 / -8.57 eV.

```
! wB97M-V def2-TZVPD RIJCOSX def2/J DEFGRID3
* xyz 1 2
N -1.44 1.27 -1.17
C -1.80 0.34 -0.15
C 0.75 0.38 2.74
C 0.04 0.64 1.46
C -1.29 0.54 1.22
H -0.64 1.82 -0.87
H -1.36 0.81 -2.08
H -1.51 -0.67 -0.53
H -2.88 0.11 -0.05
H 0.77 -0.67 2.97
H 1.78 0.73 2.62
H 0.29 0.95 3.55
H 0.73 0.62 0.61
H -1.98 0.80 2.02
H 2.89 -1.82 -4.41
H 2.81 -3.07 -3.51
O 2.85 -2.79 -4.42
*
```


DFT (the ωB97M-V functional and the def2-TZVPD basis) results for an isolated molecule of C3H5ClN2S.

Its frontier orbital gap is 0.329 Eh. As for the energy above the lowest of the compared OMol25 structures with the same formula, charge and spin: 20.85 kcal/mol. As for the SMILES: S=CN/N=C\CCl. The LUMO energy is 0.11 eV.

```
! wB97M-V def2-TZVPD RIJCOSX def2/J DEFGRID3
* xyz 0 1
S 3.14 -0.99 -0.21
C 1.71 -0.27 0.14
N 1.15 0.71 -0.56
N 0.04 1.47 -0.18
C -1.00 0.81 0.19
C -1.31 -0.65 0.15
Cl -2.99 -0.87 -0.36
H 1.09 -0.56 1.01
H 1.79 1.11 -1.23
H -1.81 1.51 0.52
H -1.16 -1.13 1.14
H -0.64 -1.14 -0.61
*
```


DFT (the ωB97M-V functional and the def2-TZVPD basis) results for a structure of composition C19H28N2O4.

Its frontier orbital gap is 0.303 Eh. As for the energy above the lowest of the compared OMol25 structures with the same formula, charge and spin: 486.25 kcal/mol. The LUMO energy is 0.55 eV.

```
! wB97M-V def2-TZVPD RIJCOSX def2/J DEFGRID3
* xyz 0 1
C 3.71 4.70 0.00
C 3.62 3.54 -1.13
C 3.03 3.92 -2.41
H 2.03 4.34 -2.31
H 3.57 4.98 -3.05
H 3.16 3.38 -3.20
H 4.81 3.47 -1.28
O 3.05 2.42 -0.73
C 3.40 1.23 -1.17
O 4.15 1.06 -1.92
C 2.67 0.10 -0.38
C 1.66 0.20 0.39
C 0.99 -0.97 0.52
C 0.13 -1.67 1.59
C -0.05 -3.03 1.37
C 0.79 -3.67 0.75
C 1.61 -3.13 -0.17
C 1.90 -1.79 -0.09
N 2.70 -1.25 -0.81
H 3.49 -1.34 -1.38
H 2.36 -3.92 -0.88
H 0.73 -4.81 0.84
H -0.74 -3.53 2.20
O -0.52 -0.66 2.45
C -1.71 -1.39 2.76
C -2.99 -1.46 1.89
O -4.21 -1.61 2.46
H -4.38 -1.13 3.08
C -3.04 -0.08 1.01
N -3.86 -0.55 -0.18
H -4.69 -1.06 0.04
C -3.91 0.31 -1.47
C -4.59 1.64 -0.90
H -3.99 2.31 -0.32
H -5.55 1.57 -0.51
H -4.67 2.14 -1.69
C -4.82 -0.45 -2.54
H -4.36 -1.20 -2.42
H -4.83 0.24 -3.27
H -5.64 -0.52 -1.91
C -2.65 0.70 -1.80
H -2.47 1.22 -2.68
H -1.87 1.30 -1.28
H -2.05 -0.21 -2.12
H -3.47 0.58 1.46
H -2.27 0.13 0.64
H -2.80 -2.20 1.27
H -1.84 -1.95 3.53
H -2.06 -0.44 3.50
H 1.28 1.19 0.97
H 4.19 4.23 0.82
H 2.74 4.93 0.09
H 4.20 5.36 -0.44
*
```


DFT (the ωB97M-V functional and the def2-TZVPD basis) results for a cluster of 2 separate species, C5H11O2 in total.

Its frontier orbital gap (spin up / spin down) is 0.103 / 0.286 Eh. As for the energy above the lowest of the compared OMol25 structures with the same formula, charge and spin: 40.88 kcal/mol. The LUMO energy (spin up / spin down) is 6.73 / 6.61 eV.

```
! wB97M-V def2-TZVPD RIJCOSX def2/J DEFGRID3
* xyz -2 2
C 0.14 -0.59 -1.77
C 1.56 -0.81 -1.52
C -0.67 -1.66 -2.68
H -0.09 0.43 -2.13
H -0.55 -0.48 -0.87
H 2.06 0.13 -1.00
H 1.57 -1.51 -0.79
H -1.09 -1.02 -3.50
H 2.20 -1.02 -2.41
H -1.38 -2.27 -2.07
H -0.02 -2.37 -3.04
C -0.11 1.66 0.51
C -0.30 0.78 1.82
O -1.34 0.93 2.51
O 0.55 -0.12 2.13
H 0.73 1.12 0.21
H 0.15 2.72 0.52
H -0.99 1.59 -0.14
*
```


DFT (the ωB97M-V functional and the def2-TZVPD basis) results for an isolated molecule of C6H6N2S.

Its frontier orbital gap (spin up / spin down) is 0.266 / 0.231 Eh. As for the energy above the lowest of the compared OMol25 structures with the same formula, charge and spin: 86.66 kcal/mol. The LUMO energy (spin up / spin down) is -1.45 / -1.82 eV.

```
! wB97M-V def2-TZVPD RIJCOSX def2/J DEFGRID3
* xyz 0 1
C -4.86 0.06 -0.08
C 0.77 -0.67 0.00
C -0.22 -1.66 0.02
C 0.47 0.71 -0.44
C -1.51 -1.30 -0.10
C 0.71 1.92 0.15
N -5.78 0.72 0.12
N -3.76 -0.63 -0.02
S -2.39 0.16 0.06
H 1.69 -1.06 0.40
H -0.05 -2.65 0.29
H -0.19 0.76 -1.30
H -2.22 -2.14 -0.27
H 1.12 2.19 1.15
H 0.33 2.84 -0.32
*
```


DFT (the ωB97M-V functional and the def2-TZVPD basis) results for the ion C5H12NO with charge -1.

Its frontier orbital gap is 0.213 Eh. As for the energy above the lowest of the compared OMol25 structures with the same formula, charge and spin: 10.31 kcal/mol. As for the SMILES: CC(C)CNC[O-]. The LUMO energy is 3.61 eV.

```
! wB97M-V def2-TZVPD RIJCOSX def2/J DEFGRID3
* xyz -1 1
C 1.49 1.38 0.98
C 0.92 0.45 -0.08
C 1.80 -0.75 -0.44
C -0.48 0.01 0.34
N -1.19 -0.62 -0.75
C -2.66 -0.81 -0.47
O -3.38 -1.15 -1.52
H 2.40 1.90 0.67
H 0.76 2.16 1.20
H 1.70 0.88 1.94
H 0.74 1.13 -0.93
H 2.33 -0.56 -1.37
H 1.16 -1.62 -0.58
H 2.52 -0.93 0.35
H -1.08 0.81 0.79
H -0.37 -0.75 1.12
H -1.02 -0.10 -1.61
H -2.98 0.16 0.01
H -2.66 -1.56 0.36
*
```


DFT (the ωB97M-V functional and the def2-TZVPD basis) results for a structure of composition C34H34N6O5Sr.

Its frontier orbital gap is 0.223 Eh. As for the energy above the lowest of the compared OMol25 structures with the same formula, charge and spin: 17.43 kcal/mol. The LUMO energy is -0.12 eV.

```
! wB97M-V def2-TZVPD RIJCOSX def2/J DEFGRID3
* xyz 0 1
Sr -13.60 -9.67 5.73
C -12.58 -7.60 8.92
N -13.33 -7.27 7.63
C -12.66 -6.20 6.84
C -11.40 -6.61 6.17
C -10.20 -5.87 6.25
C -9.07 -6.31 5.56
C -9.23 -7.41 4.70
C -10.39 -8.13 4.73
N -11.48 -7.76 5.42
C -14.72 -6.91 7.91
C -15.61 -6.68 6.71
C -16.91 -6.18 6.84
C -17.71 -5.95 5.71
C -17.17 -6.22 4.45
C -15.92 -6.81 4.41
N -15.18 -7.13 5.49
C -11.41 -8.55 8.72
C -10.21 -8.48 9.46
C -9.29 -9.55 9.39
C -9.49 -10.57 8.46
C -10.65 -10.51 7.71
N -11.63 -9.62 7.91
H -13.32 -8.09 9.59
H -12.26 -6.65 9.42
H -12.47 -5.33 7.52
H -13.44 -5.89 6.12
H -10.16 -4.97 6.85
H -8.07 -5.87 5.77
H -8.40 -7.76 4.04
H -10.50 -9.07 4.19
H -14.79 -5.98 8.56
H -15.21 -7.75 8.40
H -17.25 -5.89 7.83
H -18.75 -5.60 5.76
H -17.73 -6.03 3.52
H -15.52 -7.20 3.47
H -10.03 -7.63 10.11
H -8.42 -9.51 10.07
H -8.80 -11.44 8.35
H -10.86 -11.29 6.98
O -14.57 -16.08 6.77
C -14.47 -14.76 6.59
C -15.15 -13.77 7.35
C -14.82 -12.42 7.05
N -13.87 -12.14 6.18
C -13.25 -13.04 5.42
C -13.52 -14.38 5.64
C -12.31 -12.45 4.41
O -11.67 -13.29 3.76
O -12.19 -11.16 4.33
C -15.61 -11.31 7.73
O -16.52 -11.70 8.47
O -15.22 -10.13 7.46
H -14.95 -16.26 7.64
H -15.90 -13.95 8.10
H -13.00 -15.17 5.09
C -13.25 -11.48 0.54
N -13.52 -10.14 -0.05
C -14.42 -10.35 -1.28
C -14.05 -9.14 0.96
C -15.27 -9.58 1.74
C -16.54 -9.69 1.15
C -17.58 -10.35 1.81
C -17.36 -10.81 3.08
C -16.15 -10.55 3.76
C -15.17 -9.85 3.12
H -12.82 -12.15 -0.22
H -14.17 -11.87 0.89
H -12.51 -11.36 1.36
H -12.64 -9.70 -0.38
H -15.35 -10.80 -0.90
H -13.92 -11.01 -1.97
H -14.67 -9.43 -1.81
H -14.22 -8.24 0.37
H -13.23 -9.03 1.68
H -16.68 -9.26 0.16
H -18.57 -10.46 1.34
H -18.12 -11.36 3.60
H -16.03 -10.89 4.77
*
```


DFT (the ωB97M-V functional and the def2-TZVPD basis) results for a cluster of 2 separate species, C3H4N2O in total.

Its frontier orbital gap is 0.335 Eh. As for the energy above the lowest of the compared OMol25 structures with the same formula, charge and spin: 115.36 kcal/mol. The LUMO energy is -0.38 eV.

```
! wB97M-V def2-TZVPD RIJCOSX def2/J DEFGRID3
* xyz 0 1
N 0.98 0.51 0.35
C 1.39 -0.65 0.10
O 0.55 -1.62 -0.44
C -0.43 -1.34 -1.29
C -2.15 1.12 0.61
N -3.29 1.22 0.71
H 1.71 1.09 0.75
H 2.38 -1.08 0.30
H -0.34 -0.24 -1.49
H -1.07 1.02 0.51
*
```